Entry 1:
Density functional theory data (ωB97M-V/def2-TZVPD) for a molecular structure, C31H55As3BN6O3W in a non-equilibrium geometry.

CARTESIAN COORDINATES (ANGSTROEM)
W (11.357, 11.175, 12.522)
As (10.428, 12.784, 19.172)
As (11.791, 10.377, 15.063)
As (11.129, 13.452, 13.895)
O (9.781, 11.776, 11.211)
O (12.280, 11.993, 10.801)
O (9.482, 10.353, 13.216)
N (7.299, 9.924, 12.848)
N (7.975, 9.859, 8.271)
N (9.550, 8.223, 8.915)
N (12.044, 13.023, 8.761)
N (13.296, 11.306, 13.082)
N (11.783, 9.285, 11.670)
C (9.038, 6.216, 10.086)
C (13.486, 12.999, 8.396)
C (12.311, 13.822, 15.455)
C (9.204, 9.379, 8.377)
C (12.603, 6.770, 10.681)
C (12.695, 11.500, 16.399)
C (10.163, 6.039, 10.747)
C (11.607, 12.569, 9.896)
C (9.378, 13.918, 14.470)
C (8.392, 10.565, 12.608)
C (13.085, 8.964, 14.955)
C (11.531, 14.936, 12.788)
C (10.092, 12.679, 10.129)
C (7.003, 9.009, 8.629)
C (13.070, 9.067, 11.228)
C (12.243, 12.948, 16.743)
C (6.078, 10.209, 12.119)
C (8.615, 7.425, 9.355)
C (11.243, 7.017, 10.968)
C (10.193, 10.848, 19.374)
C (8.530, 13.203, 19.089)
C (13.263, 13.534, 17.769)
C (7.232, 8.663, 13.684)
C (10.253, 9.691, 15.880)
C (8.401, 11.638, 11.610)
C (10.816, 13.019, 17.292)
C (7.254, 7.724, 9.134)
C (11.123, 13.546, 7.748)
C (14.458, 11.061, 13.120)
C (10.925, 8.259, 11.524)
C (13.503, 7.842, 10.746)
B (15.910, 10.616, 13.163)
H (13.301, 12.959, 18.680)
H (5.984, 9.532, 11.255)
H (9.382, 14.777, 15.129)
H (8.049, 12.938, 20.016)
H (10.902, 14.890, 11.938)
H (8.897, 13.072, 14.971)
H (9.564, 12.385, 9.208)
H (9.464, 10.411, 15.805)
H (6.695, 7.894, 13.110)
H (8.007, 12.540, 12.111)
H (12.691, 10.873, 17.271)
H (10.171, 12.394, 16.662)
H (11.164, 10.367, 19.260)
H (8.095, 12.580, 18.311)
H (14.109, 12.570, 9.196)
H (13.728, 11.497, 16.027)
H (10.633, 14.443, 8.113)
H (9.908, 8.430, 11.879)
H (16.548, 11.085, 12.252)
H (14.064, 9.442, 14.784)
H (13.717, 9.933, 11.249)
H (12.958, 5.793, 10.394)
H (6.646, 8.847, 14.551)
H (12.569, 14.868, 12.471)
H (14.285, 13.572, 17.356)
H (15.802, 9.390, 13.122)
H (10.406, 12.826, 7.362)
H (10.409, 9.402, 16.943)
H (9.939, 8.805, 15.345)
H (9.778, 13.694, 10.389)
H (12.817, 8.317, 14.126)
H (9.475, 10.428, 18.687)
H (9.874, 10.613, 20.397)
H (10.525, 14.052, 17.103)
H (7.762, 11.437, 10.739)
H (8.219, 8.350, 13.955)
H (8.374, 5.378, 10.053)
H (6.437, 7.101, 9.384)
H (13.141, 8.372, 15.867)
H (5.266, 9.962, 12.799)
H (5.981, 9.344, 8.468)
H (6.015, 11.249, 11.776)
H (13.319, 13.852, 15.029)
H (13.807, 14.034, 8.286)
H (12.984, 14.555, 18.010)
H (16.329, 10.941, 14.235)
H (11.394, 15.860, 13.331)
H (8.784, 14.177, 13.602)
H (14.574, 7.757, 10.541)
H (12.044, 14.855, 15.693)
H (11.732, 13.832, 6.897)
H (10.034, 10.005, 7.986)
H (10.326, 5.077, 11.224)
H (8.344, 14.258, 18.856)
H (13.577, 12.515, 7.432)

Properties
HOMO energy (alpha / beta)   -14.540 / -14.540 eV
⟨S²⟩   2.0187
Molecular weight   979.2 g/mol
ΔE to the lowest compared entry with this formula, charge and spin   15.72 kJ/mol
Spin multiplicity   3
Gap between HOMO and LUMO (alpha / beta)   6.271 / 5.418 eV
Maximum force   2.70 eV/A
Energy   -8566.8155 a.u.
Net charge   +3

Entry 2:
Density functional theory data (ωB97M-V/def2-TZVPD) for a molecular structure, C31H55BrNP3Pt in a non-equilibrium geometry.

CARTESIAN COORDINATES (ANGSTROEM)
Pt (0.021, -0.004, -0.782)
Br (0.842, 1.911, 1.268)
P (2.318, -0.416, -0.883)
P (-0.393, 1.758, -2.065)
P (-1.518, 0.139, 1.368)
N (-3.317, -8.886, -1.037)
C (-3.918, -0.879, 2.619)
C (4.974, -0.072, -0.033)
C (-3.648, -8.047, -0.056)
C (-2.108, 1.696, 2.186)
C (0.581, 3.345, -1.874)
C (-0.234, 1.212, -3.845)
C (-3.187, -6.715, -0.050)
C (0.085, 2.317, -4.862)
C (-0.816, -0.186, 4.154)
C (-1.318, -4.320, -2.298)
C (-1.030, -2.010, -3.037)
C (3.579, 0.551, 0.031)
C (-2.364, -6.239, -1.116)
C (0.109, -3.048, -1.055)
C (2.348, -1.191, -3.600)
C (-2.641, 3.315, -3.197)
C (-3.058, 2.563, 1.382)
C (-0.543, -3.143, -2.312)
C (-1.813, -4.881, -1.134)
C (-2.105, -7.158, -2.154)
C (-2.194, 2.280, -2.158)
C (2.833, -0.123, -2.619)
C (-1.758, -1.122, -2.237)
C (2.608, -2.583, 0.876)
C (-2.592, -8.481, -2.075)
C (-1.502, -1.283, -0.843)
C (2.833, -2.134, -0.569)
C (-0.653, -2.255, -0.171)
C (-0.115, 4.670, -1.542)
C (-3.130, -0.741, 1.315)
C (-0.574, -0.696, 2.738)
H (-2.089, 4.255, -3.138)
H (-2.830, 1.384, -2.251)
H (-2.334, -9.189, -2.872)
H (5.001, -1.035, 0.491)
H (-0.111, 1.931, -5.877)
H (-3.722, -0.226, 0.542)
H (-3.720, 1.992, 0.711)
H (3.931, -0.031, -2.607)
H (2.409, -0.800, -4.624)
H (-2.885, -1.723, 0.898)
H (3.553, -2.554, 1.443)
H (-4.257, -8.458, 0.758)
H (-4.151, 0.076, 3.105)
H (2.948, -2.107, -3.548)
H (1.127, 3.463, -2.814)
H (1.336, 3.167, -1.101)
H (-1.857, -0.307, 4.487)
H (5.326, -0.233, -1.060)
H (-2.433, -0.380, -2.689)
H (-0.534, 0.866, 4.287)
H (2.245, -3.616, 0.883)
H (3.199, 0.625, 1.059)
H (-4.874, -1.361, 2.386)
H (1.160, 2.555, -4.811)
H (-0.780, 5.023, -2.336)
H (-0.193, -0.765, 4.846)
H (0.550, 0.450, -3.928)
H (-2.635, 2.938, -4.226)
H (5.686, 0.597, 0.459)
H (-3.680, 3.599, -2.981)
H (-1.459, -6.855, -2.987)
H (-2.488, 3.293, 0.785)
H (-0.980, -1.947, -4.133)
H (-0.676, 4.582, -0.605)
H (3.888, -2.209, -0.864)
H (-1.589, -4.762, -3.252)
H (-0.680, -2.519, 0.893)
H (3.556, 1.569, -0.388)
H (-3.394, -1.514, 3.343)
H (-2.507, 1.430, 3.174)
H (-1.161, 0.692, -4.117)
H (0.479, -0.548, 2.462)
H (1.867, -1.978, 1.422)
H (-0.792, -1.769, 2.672)
H (-1.181, 2.261, 2.360)
H (0.642, 5.460, -1.426)
H (-2.414, 2.660, -1.149)
H (-3.443, -6.102, 0.801)
H (1.301, -1.469, -3.412)
H (2.262, -2.739, -1.284)
H (-1.963, -4.291, -0.226)
H (0.810, -3.797, -0.724)
H (-3.693, 3.147, 2.067)
H (-0.499, 3.247, -4.760)
H (2.408, 0.865, -2.868)

Properties
HOMO energy (alpha / beta)   -13.083 / -12.972 eV
⟨S²⟩   2.1136
Molecular weight   809.7 g/mol
ΔE to the lowest compared entry with this formula, charge and spin   0.00 kJ/mol
Spin multiplicity   3
Gap between HOMO and LUMO (alpha / beta)   4.976 / 4.785 eV
Maximum force   5.41 eV/A
Energy   -4985.5844 a.u.
Net charge   +2

Entry 3:
Density functional theory data (ωB97M-V/def2-TZVPD) for a molecular structure, C31H55N2O3PSiTl in a non-equilibrium geometry.

CARTESIAN COORDINATES (ANGSTROEM)
Tl (1.461, -0.204, -0.338)
P (-1.811, 1.772, -1.086)
Si (1.006, -3.592, -1.926)
O (4.050, -0.807, 0.836)
O (2.699, 1.620, 1.431)
O (0.869, -1.485, 1.957)
N (0.837, -2.912, -0.340)
N (-0.930, 0.831, -0.216)
C (0.042, 2.493, -3.086)
C (4.689, 0.453, 0.783)
C (1.667, 0.336, 5.598)
C (-2.307, 3.549, 1.004)
C (-0.793, -4.535, 3.110)
C (2.623, -0.471, 5.001)
C (1.122, -0.880, 3.187)
C (-3.589, 1.444, 1.031)
C (0.441, 0.538, 4.985)
C (-0.700, 3.131, -1.912)
C (1.736, -2.206, -3.010)
C (-2.703, 0.736, -2.469)
C (-0.267, -4.757, 0.780)
C (-1.675, -0.247, -3.037)
C (2.351, -1.090, 3.794)
C (-4.266, 3.282, -0.533)
C (4.042, 1.383, 1.800)
C (-3.361, 1.539, -3.584)
C (-3.766, -0.102, -1.759)
C (0.368, 3.555, -0.905)
C (-3.091, 2.575, 0.126)
C (4.626, -1.762, -0.033)
C (-0.817, -5.271, 1.923)
C (0.322, -2.722, 1.979)
C (0.162, -0.068, 3.772)
C (-0.718, -4.086, -2.590)
C (-0.212, -3.281, 3.130)
C (-1.495, 4.336, -2.396)
C (2.240, -5.049, -1.965)
C (0.317, -3.458, 0.738)
C (2.056, 2.557, 2.269)
H (2.427, 3.569, 2.073)
H (-1.872, 4.927, -1.566)
H (-1.407, 3.065, 1.379)
H (-3.945, 0.855, -4.202)
H (-3.951, 4.138, -1.124)
H (4.072, 0.921, 2.795)
H (-0.178, -2.720, 4.052)
H (5.593, -2.110, 0.351)
H (3.581, -0.617, 5.478)
H (-1.092, -0.685, -2.224)
H (-4.424, 0.903, 0.599)
H (-1.000, 0.209, -3.753)
H (5.759, 0.354, 1.011)
H (-0.612, 2.297, -3.929)
H (-0.033, 4.109, -0.065)
H (0.994, 2.503, 2.042)
H (1.952, -5.849, -1.291)
H (-0.780, 0.074, 3.266)
H (2.303, -5.462, -2.966)
H (-4.611, 0.506, -1.453)
H (-1.274, -6.248, 1.917)
H (1.871, 0.817, 6.543)
H (0.890, 2.678, -0.525)
H (-4.840, 2.606, -1.162)
H (1.901, -2.565, -4.021)
H (-2.328, 4.041, -3.026)
H (3.070, -1.730, 3.307)
H (-4.147, -0.863, -2.440)
H (-4.931, 3.646, 0.251)
H (2.212, 2.319, 3.326)
H (4.771, -1.345, -1.035)
H (-0.842, 4.982, -2.982)
H (-2.199, -1.052, -3.553)
H (1.068, -1.353, -3.080)
H (-0.280, -5.323, -0.136)
H (0.817, 3.177, -3.430)
H (-2.632, 2.020, -4.230)
H (-3.336, -0.609, -0.896)
H (-0.808, -3.861, -3.647)
H (-2.044, 4.460, 0.476)
H (-2.777, 0.743, 1.226)
H (-1.503, -3.547, -2.066)
H (-1.232, -4.933, 4.011)
H (3.234, -4.716, -1.682)
H (3.925, -2.593, -0.091)
H (-4.043, 2.294, -3.199)
H (1.096, 4.195, -1.402)
H (-2.915, 3.836, 1.861)
H (2.696, -1.868, -2.631)
H (-0.293, 1.173, 5.460)
H (4.575, 0.881, -0.223)
H (-3.929, 1.857, 1.980)
H (-0.904, -5.148, -2.467)
H (4.597, 2.331, 1.827)
H (0.529, 1.565, -2.782)

Properties
HOMO energy (alpha / beta)   -11.005 / -10.527 eV
Molecular weight   767.2 g/mol
Spin multiplicity   1
Gap between HOMO and LUMO (alpha / beta)   6.873 / 6.764 eV
Maximum force   3.07 eV/A
Energy   -2352.5341 a.u.
Net charge   +1

Entry 4:
Density functional theory data (ωB97M-V/def2-TZVPD) for 3 unconnected molecules or ions with the total composition C31H55N4O2P in a non-equilibrium geometry.

CARTESIAN COORDINATES (ANGSTROEM)
P (0.350, -3.125, 2.776)
O (-0.682, -1.038, 0.508)
O (0.460, -0.395, 2.348)
N (4.155, -3.063, -4.509)
N (-4.330, 1.046, 3.309)
N (-5.347, 3.190, -2.513)
N (2.263, 2.620, 2.474)
C (2.772, -2.795, -4.866)
C (-0.578, -2.720, 4.331)
C (-1.900, -0.010, 2.207)
C (2.207, -1.386, 3.688)
C (-3.115, -0.106, 1.543)
C (1.182, 2.727, 3.296)
C (-3.745, 2.164, -0.913)
C (1.552, 3.291, 4.495)
C (-5.524, 4.100, -3.633)
C (-1.933, 0.651, 3.433)
C (1.558, -4.406, 3.360)
C (-6.639, 4.269, -0.582)
C (3.348, 3.150, 3.122)
C (2.946, 3.557, 4.373)
C (1.674, -3.598, -4.154)
C (-4.252, 0.407, 2.137)
C (-6.460, 3.118, -1.582)
C (2.230, 2.037, 1.136)
C (-0.655, -0.555, 1.599)
C (4.062, -3.125, -1.950)
C (-4.029, 3.275, -1.913)
C (4.593, -2.498, -3.245)
C (-3.134, 1.151, 3.899)
C (2.260, -1.708, 1.217)
C (1.326, -1.529, 2.471)
C (-5.479, 5.608, -3.355)
C (2.213, -0.309, 4.558)
C (4.373, -4.945, -6.122)
C (2.404, -0.449, 0.373)
C (4.605, -4.428, -4.710)
C (3.100, 0.744, 1.082)
H (-6.398, 5.966, -2.894)
H (-1.296, -3.495, 4.578)
H (4.118, -4.214, -1.960)
H (-6.367, 2.188, -1.014)
H (-5.191, 0.287, 1.605)
H (0.226, 2.358, 2.963)
H (-4.747, 3.869, -4.369)
H (1.193, 1.746, 0.994)
H (-5.366, 6.148, -4.297)
H (1.466, -0.094, -0.046)
H (1.810, -0.344, 5.570)
H (-2.720, 2.251, -0.547)
H (1.087, -5.381, 3.274)
H (4.662, -2.779, -1.104)
H (-7.384, 2.993, -2.152)
H (0.746, -3.537, -4.727)
H (3.464, 0.479, 2.072)
H (1.770, -4.194, 4.408)
H (5.681, -4.461, -4.517)
H (-4.402, 2.215, -0.045)
H (-3.170, -0.578, 0.573)
H (3.312, -5.012, -6.367)
H (-6.467, 3.861, -4.131)
H (2.470, -4.311, 2.774)
H (1.929, -4.654, -4.057)
H (-1.030, 0.772, 4.017)
H (2.664, -2.953, -5.942)
H (-3.121, 1.689, 4.843)
H (2.676, 0.631, 4.264)
H (-3.286, 3.202, -2.712)
H (4.140, -5.130, -4.001)
H (-3.858, 4.243, -1.416)
H (4.860, -4.304, -6.858)
H (3.033, -2.830, -1.749)
H (5.687, -2.552, -3.222)
H (2.578, -1.728, -4.730)
H (3.579, 3.990, 5.129)
H (2.869, -2.232, 3.880)
H (-7.282, 3.944, 0.239)
H (3.973, 1.012, 0.483)
H (4.321, 3.199, 2.662)
H (0.904, 3.467, 5.335)
H (3.028, -0.730, -0.479)
H (-7.122, 5.132, -1.037)
H (-3.854, 1.183, -1.378)
H (2.578, 2.765, 0.409)
H (0.154, -2.571, 5.128)
H (4.363, -1.429, -3.240)
H (4.790, -5.948, -6.218)
H (-5.693, 4.592, -0.146)
H (-4.639, 5.888, -2.719)
H (-1.049, -1.751, 4.177)
H (1.801, -2.495, 0.606)
H (1.457, -3.203, -3.163)
H (3.223, -2.080, 1.565)

Properties
HOMO energy   -7.437 eV
Molecular weight   546.8 g/mol
ΔE to the lowest compared entry with this formula, charge and spin   0.00 kJ/mol
SMILES   C=C[C@](CCCCn1cccc1)(OC(=O)c1ccncc1)P(C)C.CCN(CC)CC.CCN(CC)CC
Spin multiplicity   1
Gap between HOMO and LUMO   7.165 eV
Maximum force   3.48 eV/A
Energy   -1924.8856 a.u.
Net charge   0

Entry 5:
Density functional theory data (ωB97M-V/def2-TZVPD) for a molecular structure, C31H56AsN3O2PS7Ti in a non-equilibrium geometry.

CARTESIAN COORDINATES (ANGSTROEM)
As (2.592, -3.106, 1.646)
Ti (2.148, 0.467, -0.397)
S (4.576, 1.445, -0.312)
S (2.029, 2.999, -0.065)
S (3.779, -0.917, 2.231)
S (0.627, 4.996, -1.873)
S (1.250, -1.987, 0.340)
S (6.101, 0.203, -0.296)
S (2.517, 0.687, 1.997)
P (-1.472, 0.763, 0.324)
O (0.419, -1.508, -2.574)
O (-0.001, 0.941, -0.001)
N (1.799, 1.311, -2.241)
N (1.202, 2.540, -2.564)
N (3.227, -0.740, -1.730)
C (3.163, -0.392, -3.041)
C (2.104, 5.980, -1.542)
C (0.801, -2.823, -2.980)
C (-2.823, 2.232, -2.635)
C (4.402, -3.728, 1.233)
C (4.574, -2.224, -3.668)
C (2.386, 0.750, -3.289)
C (-1.066, -0.013, 2.969)
C (2.251, -3.417, 3.547)
C (-1.331, 3.551, 0.370)
C (3.841, -1.119, -4.030)
C (-3.084, -1.091, 1.894)
C (-4.709, 0.994, -1.507)
C (-3.118, -1.764, 3.277)
C (-1.752, -2.375, 3.586)
C (1.302, 3.364, -1.576)
C (-1.897, 1.039, -2.404)
C (-0.698, -1.265, 3.766)
C (-2.131, 3.172, 3.198)
C (-2.986, 2.580, 2.074)
C (4.013, -1.777, -1.389)
C (-0.323, -3.821, -2.778)
C (-2.276, 0.151, -1.198)
C (-0.469, 3.989, 1.546)
C (-1.341, 4.389, 2.731)
C (-1.699, -0.456, 1.639)
C (-2.268, 2.373, 0.719)
C (1.786, -4.863, 1.127)
C (4.661, -2.565, -2.319)
C (-3.778, -0.193, -1.256)
C (-4.282, 1.794, -2.733)
H (5.090, -2.809, -4.420)
H (1.813, 7.030, -1.623)
H (-4.104, -0.743, -0.383)
H (-3.903, -2.524, 3.293)
H (4.375, -4.258, 0.281)
H (-0.729, 4.776, 3.550)
H (-3.464, 1.658, 2.410)
H (5.121, -2.913, 1.210)
H (2.798, -4.321, 3.825)
H (-2.029, 5.196, 2.437)
H (-1.474, -3.026, 2.744)
H (-1.048, -1.234, 1.254)
H (-3.379, -1.034, 4.052)
H (-0.166, 0.581, 2.803)
H (0.193, 3.167, 1.837)
H (-1.197, -3.559, -3.387)
H (4.645, -4.437, 2.029)
H (-3.062, 2.385, -0.025)
H (-3.904, -0.370, 1.805)
H (-0.152, -1.113, -3.225)
H (0.281, -1.598, 3.424)
H (-3.261, -1.861, 1.138)
H (-4.744, 1.651, -0.633)
H (2.584, -2.572, 4.132)
H (-0.594, -1.007, 4.825)
H (1.147, -2.817, -4.017)
H (-1.793, -3.016, 4.470)
H (-0.858, 1.361, -2.333)
H (-0.695, 3.288, -0.480)
H (-2.701, 2.981, -1.843)
H (-0.008, -4.834, -3.055)
H (0.187, 4.798, 1.223)
H (1.896, -4.984, 0.049)
H (2.283, -5.688, 1.649)
H (-0.618, -3.825, -1.725)
H (-1.777, 0.591, 3.529)
H (4.085, -1.958, -0.341)
H (3.764, -0.797, -5.061)
H (1.650, -3.082, -2.350)
H (-4.939, 2.656, -2.875)
H (-4.400, 1.161, -3.624)
H (-1.981, 0.407, -3.301)
H (2.478, 5.782, -0.540)
H (-3.806, 3.282, 1.882)
H (0.723, -4.857, 1.372)
H (-1.955, 4.397, 0.055)
H (2.882, 5.764, -2.272)
H (-5.730, 0.623, -1.635)
H (-2.518, 2.732, -3.558)
H (2.299, 1.204, -4.266)
H (-2.787, 3.420, 4.038)
H (-1.717, -0.779, -1.321)
H (-1.417, 2.437, 3.564)
H (-3.893, -0.886, -2.102)
H (5.268, -3.394, -1.980)
H (1.189, -3.595, 3.680)

Properties
HOMO energy (alpha / beta)   -3.119 / -3.564 eV
⟨S²⟩   2.0257
Molecular weight   881.0 g/mol
ΔE to the lowest compared entry with this formula, charge and spin   209.76 kJ/mol
Spin multiplicity   3
Gap between HOMO and LUMO (alpha / beta)   5.380 / 5.713 eV
Maximum force   1.40 eV/A
Energy   -7743.6686 a.u.
Net charge   -1